12
Properties=species:S:1:pos:R:3:forces:R:3 method="wB97M-V/def2-TZVPD" e_above_lowest_ev=4.858 homo_lumo_gap_ha=0.31666 e_tot_ha=-360.49088 lumo_ev=-0.5
O -2.1412 0.3510 0.8659 0.39 -0.57 -0.59
C -1.7021 -0.4620 0.0736 -0.18 0.32 0.38
C -0.8029 -0.3146 -1.0832 0.20 -0.36 0.05
C 0.6672 1.2179 0.3138 -0.26 0.03 -0.14
N 1.4800 0.0559 0.5156 -0.23 -0.60 -0.30
C 1.2551 -1.0005 -0.1242 0.04 0.45 0.19
O 0.2972 -1.0594 -1.1594 -0.15 0.35 0.21
H -2.1663 -1.4808 -0.0450 0.08 0.19 0.10
H -0.0357 1.1190 -0.5944 0.26 0.22 0.22
H 1.2972 2.0979 0.1359 -0.16 -0.24 0.04
H -0.0018 1.3843 1.1648 0.22 -0.02 -0.17
H 1.8533 -1.9087 -0.0633 -0.19 0.22 0.00

---

56
Properties=species:S:1:pos:R:3:forces:R:3 method="wB97M-V/def2-TZVPD" e_above_lowest_ev=0.889 homo_lumo_gap_ha=0.21864 total_charge=-1 e_tot_ha=-2826.26767 lumo_ev=1.8
Ba 0.5722 -0.0791 0.2437 0.23 0.02 -0.58
C -0.9123 3.2026 3.8214 0.07 0.00 -0.04
C -0.4122 1.9959 3.0833 0.17 -0.38 0.34
N -0.6006 1.7694 1.8425 -0.58 0.31 -0.29
N -1.2997 2.6922 1.0854 0.57 -0.11 0.70
C -1.6891 2.1607 -0.0626 -0.40 0.16 -0.36
O -1.5774 0.9559 -0.4292 -0.32 0.07 0.05
C -2.3290 3.1265 -1.0059 -0.09 0.18 0.09
C -2.8118 4.3590 -0.5682 -0.01 -0.03 0.02
C -3.3800 5.2383 -1.4708 -0.04 0.07 0.00
C -3.4544 4.9070 -2.8180 -0.04 0.07 -0.10
C -2.9658 3.6899 -3.2619 0.05 -0.10 0.02
C -2.4147 2.8005 -2.3509 0.07 -0.08 -0.04
C 0.2956 0.9004 3.8363 -0.46 0.53 -0.22
C 0.7931 1.1366 5.1117 0.09 -0.20 0.09
C 1.3775 0.0877 5.8080 -0.02 -0.01 -0.12
C 1.4462 -1.1559 5.2063 -0.02 0.00 -0.03
C 0.9357 -1.2937 3.9207 0.24 -0.16 0.14
N 0.3681 -0.3062 3.2504 0.05 0.31 -0.15
H -1.5609 3.7711 3.1616 -0.01 0.01 0.01
H -0.0869 3.8456 4.1357 0.04 0.02 -0.03
H -1.4543 2.9139 4.7234 -0.04 -0.04 -0.01
H -2.7367 4.6164 0.4782 0.02 -0.02 0.03
H -3.7606 6.1915 -1.1254 -0.01 0.02 0.00
H -3.8851 5.6072 -3.5229 -0.01 0.01 -0.02
H -2.9816 3.4181 -4.3088 -0.01 0.03 -0.05
H -2.0071 1.8584 -2.6846 -0.02 0.01 0.01
H 0.7303 2.1215 5.5497 -0.02 0.03 -0.01
H 1.7781 0.2490 6.7998 0.01 -0.02 0.04
H 1.9001 -2.0064 5.6928 0.02 -0.01 0.05
H 1.0131 -2.2420 3.4025 0.01 -0.01 -0.01
I 4.6836 -2.8037 2.9096 0.03 0.10 0.18
C 3.7672 -3.4673 1.1747 0.02 -0.37 -0.37
C 4.1977 -4.6735 0.5955 0.12 -0.02 0.16
C 3.6564 -5.1458 -0.5652 -0.25 0.44 0.09
I 4.3712 -6.9303 -1.3544 0.09 -0.18 -0.06
C 2.6166 -4.4056 -1.2081 0.23 -0.37 -0.03
C 2.0149 -4.7971 -2.4247 -0.07 0.07 -0.02
C 1.0330 -4.0293 -2.9759 -0.03 0.06 0.04
C 0.6207 -2.8671 -2.2997 -0.08 -0.12 -0.16
N 1.1482 -2.4807 -1.1661 0.33 -0.03 0.29
C 2.1603 -3.2113 -0.6171 0.09 -0.10 0.06
C 2.7699 -2.6843 0.6056 -0.15 -0.14 -0.25
O 2.3762 -1.5715 1.0777 0.08 0.11 0.35
H 4.9842 -5.2219 1.0974 0.00 -0.06 -0.06
H 2.3488 -5.6992 -2.9176 0.02 -0.03 0.00
H 0.5711 -4.2877 -3.9176 -0.01 -0.02 -0.03
H -0.1429 -2.2283 -2.7265 0.05 0.02 0.06
C -2.2440 -0.6935 -3.6527 0.00 -0.08 0.12
O -1.9789 0.3272 -4.5945 -0.21 -0.08 -0.04
C -0.7350 0.8585 -4.7149 0.06 0.05 0.14
S -0.5885 1.9023 -5.9966 0.11 0.21 -0.18
S 0.4799 0.4502 -3.5958 0.11 -0.18 0.20
H -3.3156 -0.8789 -3.7265 0.02 0.00 0.00
H -1.9874 -0.3890 -2.6349 0.00 -0.02 -0.05
H -1.6974 -1.6043 -3.9156 -0.05 0.05 0.02

---

16
Properties=species:S:1:pos:R:3:forces:R:3 method="wB97M-V/def2-TZVPD" e_above_lowest_ev=1.288 homo_lumo_gap_ha=0.40608 e_tot_ha=-271.70529 smiles=CC[C@H]1O[C@H]1C lumo_ev=1.1
C -0.0050 0.1085 -2.0018 0.04 -0.04 -0.09
C -1.0556 0.1959 -0.8887 -0.04 -0.04 0.07
C -0.3919 0.9117 0.2563 0.15 0.09 -0.32
O -0.7749 0.8190 1.6157 -0.08 0.19 0.16
C 0.5174 0.3221 1.2414 0.22 -0.03 0.14
C 0.7138 -1.1167 1.6338 -0.05 -0.05 -0.05
H 0.4919 1.0785 -2.1355 -0.13 -0.16 -0.03
H -0.4340 -0.1799 -2.9646 0.01 -0.01 0.13
H 0.7736 -0.6160 -1.7374 -0.13 0.09 -0.06
H -1.9224 0.7779 -1.2265 0.11 -0.12 0.07
H -1.4176 -0.7971 -0.6032 0.09 0.12 0.02
H -0.1473 1.9456 -0.0045 0.05 -0.11 -0.10
H 1.3728 0.9577 1.4827 -0.24 0.04 0.33
H -0.1932 -1.7009 1.4623 0.14 0.04 -0.09
H 0.9006 -1.1065 2.7143 -0.03 -0.16 -0.14
H 1.5718 -1.5998 1.1558 -0.12 0.15 -0.05

---

15
Properties=species:S:1:pos:R:3:forces:R:3 method="wB97M-V/def2-TZVPD" e_above_lowest_ev=0.607 homo_lumo_gap_ha=0.24597 total_charge=-1 e_tot_ha=-1094.66637 lumo_ev=3.0
C 0.4359 0.8307 0.2537 -1.55 1.02 -2.20
C -0.9080 0.1049 0.1186 -1.58 1.17 0.92
N -0.9095 -1.2699 0.4894 -3.03 1.75 2.25
C -0.1523 -2.1735 -0.0650 0.57 -2.52 2.28
O -0.0309 -3.3262 0.3769 0.03 0.54 -0.84
C 0.5887 -1.6903 -1.2338 2.22 -1.24 -2.22
O 1.7566 -1.9699 -1.4860 -1.64 0.62 0.57
C -2.0582 0.7999 -0.1663 1.19 -1.99 0.36
S -2.3201 2.3482 -0.5311 -0.29 1.68 -0.34
I -3.9666 -0.5159 -0.1492 0.42 -0.02 0.06
H 0.7741 0.4531 -0.7304 1.32 1.33 0.35
H 1.0578 0.4152 1.0064 0.46 -0.29 0.86
H 0.3407 1.9943 0.2837 0.13 -2.36 -0.11
H -1.6297 -1.4910 1.2588 1.76 -0.22 -1.71
H -0.0611 -1.2331 -1.9874 -0.01 0.51 -0.23

---

92
Properties=species:S:1:pos:R:3:forces:R:3 method="wB97M-V/def2-TZVPD" homo_lumo_gap_ha=0.33254 e_tot_ha=-3067.84767 smiles=CCN[C@](Cl)(CNC)O[C@H](N)P(N)O.Fc1ccccc1.Fc1ccccc1.Fc1ccccc1.Fc1ccccc1.Fc1ccccc1 lumo_ev=0.6
C -1.1401 0.4339 -0.2925 0.00 0.46 0.73
C -1.0402 -1.1911 -0.5801 -1.41 1.08 1.90
N -1.3838 -1.6252 -1.9689 1.90 0.77 -0.33
C -0.4147 -1.2109 -3.0421 0.19 -0.47 1.39
Cl -0.6496 -2.5081 -4.4017 -0.07 1.02 0.61
C 1.1894 -1.3710 -2.6196 -0.37 -0.39 -0.12
N 1.6925 -0.0675 -2.0140 1.39 -1.62 -0.60
C 3.0652 -0.4204 -1.4261 0.18 0.22 -0.53
O -0.7498 0.1472 -3.4578 0.74 -2.43 -1.84
C -0.5650 0.4204 -4.8775 -0.40 1.69 -0.65
N 0.8505 0.2353 -5.4062 -1.55 -0.08 -0.10
P -0.8857 2.3387 -5.0622 0.10 0.50 -0.60
N 0.1115 3.0501 -3.7391 -1.32 -0.21 -0.62
O -2.5791 2.5878 -4.7432 2.36 -1.55 2.71
H -2.2582 0.8427 -0.3051 2.25 -1.12 -0.13
H -0.4961 1.0928 -1.0126 -1.16 -1.49 1.23
H -0.7473 0.6451 0.8063 -0.78 -0.47 -2.20
H -1.8763 -1.6685 0.1302 1.84 0.89 -1.59
H -0.0243 -1.5718 -0.1428 -1.81 0.59 -1.41
H -2.3694 -1.4191 -2.2451 1.38 0.00 0.35
H 1.8722 -1.6768 -3.5421 -1.82 0.61 1.64
H 1.2690 -2.2820 -1.8546 -0.28 2.15 -1.47
H 1.8938 0.5550 -2.8285 -0.52 -0.60 0.87
H 3.6505 -1.0380 -2.2487 -0.82 0.89 1.87
H 2.8775 -1.0262 -0.4410 0.73 1.27 -2.15
H 3.6946 0.5595 -1.2456 -1.40 -1.95 -0.10
H -1.3963 -0.0564 -5.5898 2.02 0.56 1.78
H 1.3815 1.1334 -5.4037 -0.70 -1.06 -0.23
H 0.8485 -0.2211 -6.3579 0.00 0.95 1.59
H -0.4791 3.5323 -3.0266 1.01 -0.47 -0.64
H 0.8732 3.6580 -4.1133 -1.39 -0.47 0.40
H -2.7303 2.1748 -3.8219 -0.10 0.83 -1.88
F -1.0611 4.7975 -1.2320 0.27 -0.03 -0.36
C -1.8549 4.8970 -0.1575 -0.84 0.08 1.13
C -1.7058 5.9770 0.7057 0.07 -0.01 -0.09
C -2.5356 6.0837 1.8218 -0.13 -0.42 -0.21
C -3.4988 5.1024 2.0684 0.06 0.03 -0.03
C -3.6373 4.0195 1.1989 0.25 0.34 0.00
C -2.8150 3.9190 0.0770 0.07 0.04 -0.09
H -0.9466 6.7252 0.5025 -0.07 -0.08 -0.02
H -2.4323 6.9283 2.4985 0.02 -0.15 -0.15
H -4.1428 5.1837 2.9415 0.13 -0.02 -0.18
H -4.3850 3.2547 1.3952 0.15 0.13 -0.08
H -2.9150 3.0887 -0.6142 0.06 0.08 0.06
F 2.6613 -1.7627 1.4474 -0.28 0.27 0.03
C 3.2693 -2.8565 1.9255 0.64 -1.22 0.50
C 2.9251 -4.1061 1.4217 -0.08 0.14 -0.05
C 3.5616 -5.2448 1.9155 0.24 0.37 0.28
C 4.5284 -5.1220 2.9164 -0.01 -0.02 -0.28
C 4.8634 -3.8638 3.4192 -0.27 -0.11 -0.34
C 4.2348 -2.7245 2.9173 -0.04 0.07 -0.02
H 2.1658 -4.1827 0.6503 0.06 0.04 0.06
H 3.3052 -6.2255 1.5227 0.02 0.19 0.05
H 5.0214 -6.0108 3.3044 -0.12 0.28 -0.20
H 5.6133 -3.7711 4.2011 -0.16 0.01 -0.15
H 4.4894 -1.7380 3.2904 -0.05 -0.06 -0.05
F 4.5341 -6.0423 5.5098 0.11 0.13 0.35
C 3.9227 -7.2283 5.6283 -0.54 -1.02 0.14
C 4.6051 -8.2957 6.2016 0.05 0.05 -0.01
C 3.9671 -9.5294 6.3299 -0.32 0.28 -0.22
C 2.6561 -9.6850 5.8729 0.06 0.02 0.02
C 1.9813 -8.6090 5.2943 0.40 -0.06 0.17
C 2.6157 -7.3726 5.1764 0.02 0.10 -0.04
H 5.6259 -8.1583 6.5432 -0.11 0.03 -0.03
H 4.4893 -10.3680 6.7838 -0.06 0.18 -0.09
H 2.1604 -10.6487 5.9691 0.09 0.19 -0.02
H 0.9624 -8.7337 4.9356 0.19 0.07 0.07
H 2.1028 -6.5233 4.7373 0.10 -0.04 0.03
F 1.9102 3.7050 5.5123 0.00 0.12 0.23
C 1.9065 3.0894 4.3225 0.00 -0.51 -0.99
C 1.7845 3.8450 3.1615 0.00 0.04 0.05
C 1.7857 3.2049 1.9223 0.03 -0.36 0.33
C 1.8980 1.8138 1.8583 0.02 0.04 -0.03
C 2.0149 1.0637 3.0295 -0.03 0.39 -0.03
C 2.0249 1.7051 4.2679 -0.01 0.06 0.07
H 1.6899 4.9237 3.2312 0.02 -0.11 0.04
H 1.6987 3.7873 1.0084 -0.01 -0.08 0.17
H 1.8944 1.3146 0.8917 -0.02 0.06 0.14
H 2.0980 -0.0192 2.9774 -0.02 0.24 0.03
H 2.1239 1.1383 5.1877 -0.03 0.09 -0.05
F -7.2016 5.9913 -2.7046 -0.05 0.13 0.21
C -6.9628 5.3011 -3.8276 0.21 -0.57 -0.92
C -7.9060 5.3093 -4.8494 -0.03 0.05 0.05
C -7.6555 4.5950 -6.0210 0.39 -0.09 0.26
C -6.4681 3.8709 -6.1534 -0.11 0.08 0.05
C -5.5299 3.8648 -5.1201 -0.33 0.10 -0.09
C -5.7757 4.5882 -3.9534 -0.07 0.03 0.04
H -8.8263 5.8707 -4.7253 0.11 -0.03 0.03
H -8.3831 4.6013 -6.8288 0.10 0.02 0.18
H -6.2751 3.3103 -7.0655 -0.02 0.11 0.18
H -4.6083 3.2972 -5.2238 -0.21 0.21 0.03
H -5.0533 4.6017 -3.1440 -0.08 0.03 -0.04